A single C5H11NO molecule, computed with wB97M-V/def2-TZVPD.

Cartesian coordinates (Å):
1 C 0.75868 -1.43560 -1.71968
2 N -0.28532 -0.31477 -1.94165
3 C -0.20239 0.74531 -0.90789
4 O -0.07546 1.97606 -1.15618
5 C -0.37880 0.27510 0.61960
6 C -1.44559 1.01696 1.44096
7 C 0.97687 -0.01349 1.39510
8 H 1.75274 -1.07567 -1.34429
9 H 0.33728 -2.06669 -0.93387
10 H 1.00291 -1.95191 -2.69924
11 H -0.43325 0.15974 -2.84872
12 H -0.79082 -0.70425 0.48893
13 H -1.08701 2.05617 1.60918
14 H -1.52785 0.49261 2.43991
15 H -2.55493 1.05428 0.93825
16 H 0.82923 -0.45375 2.35730
17 H 1.62383 -0.73939 0.86242
18 H 1.49988 0.97927 1.39988

Force components x, y, z for each atom (eV/Å):
C -0.1497 1.1671 -1.0530
N 1.0816 1.7039 2.0865
C 0.2443 2.2018 0.0683
O -0.6574 -4.1102 0.2080
C 0.3234 -1.6350 -1.0775
C -1.2284 0.6653 -0.2815
C 0.0411 1.7654 -2.1456
H -0.9359 0.1189 -0.3817
H 0.1353 -0.3418 -0.5058
H -0.8040 0.3998 1.2976
H 0.9279 -0.7513 0.5645
H -0.4160 -0.8652 -0.1553
H -0.5588 -0.5221 0.0146
H -0.0222 0.6349 -1.0877
H 2.9171 -0.1582 1.0826
H -0.3793 0.2072 0.7862
H -0.4401 0.5338 -0.0001
H -0.0790 -1.0145 0.5800

Its electronic energy is -8899.87702 eV. Its SMILES is CNC(=O)C(C)C. Its HOMO energy is -9.52 eV. As for the HOMO-LUMO gap: 0.3824 hartree. Its total charge is 0.

Here are the Löwdin charges for atoms 1 to 8, given in e: number 1, C, carries -0.082; number 2, N, carries -0.016; number 3, C, carries -0.354; number 4, O, carries 0.021; number 5, C, carries -0.357; number 6, C, carries -0.092; number 7, C, carries -0.054; number 8, H, carries 0.074


C48H49Br2N3P2SY as an isolated structure, computed with wB97M-V/def2-TZVPD.

Cartesian coordinates (Å):
1 Y 0.50794 -0.02378 0.43687
2 C 2.27389 -0.01746 -4.59599
3 C 2.07981 -0.81278 -3.29218
4 C 3.26795 -1.73327 -3.05092
5 C 1.83716 0.18612 -2.18275
6 C 2.79784 0.54597 -1.22568
7 C 2.62430 1.67289 -0.41549
8 C 1.48573 2.47680 -0.50359
9 C 1.34183 3.74869 0.27520
10 C 0.47776 2.05594 -1.38392
11 C 0.64174 0.93172 -2.19065
12 H 2.45035 -0.70765 -5.41976
13 H 3.13862 0.64411 -4.52076
14 H 1.40047 0.58576 -4.84320
15 H 1.17058 -1.40981 -3.40713
16 H 4.20777 -1.17740 -3.06136
17 H 3.33046 -2.47189 -3.84871
18 H 3.19218 -2.26755 -2.10259
19 H 3.71625 -0.02226 -1.14553
20 H 3.41476 1.95257 0.27124
21 H 0.31271 3.89743 0.60312
22 H 1.60530 4.59531 -0.36241
23 H 2.00271 3.77164 1.13964
24 H -0.44389 2.62264 -1.44593
25 H -0.15141 0.64852 -2.87509
26 Br -5.19305 3.27883 2.88497
27 C -3.67067 2.48814 2.16546
28 C -3.77407 2.01256 0.76270
29 C -2.52795 1.18864 0.35804
30 N -1.28040 1.32255 1.09775
31 C -1.33485 1.83218 2.28774
32 C -2.53494 2.38529 2.87647
33 C -0.04820 1.86888 3.04724
34 C 0.03213 2.36526 4.33304
35 C 1.27594 2.43111 4.95988
36 Br 1.41930 3.09514 6.69164
37 C 2.39587 2.00216 4.26165
38 C 2.21536 1.48092 2.99598
39 N 1.02670 1.38444 2.38976
40 H -4.05272 2.84568 0.11392
41 H -2.32471 1.29055 -0.71033
42 H -2.50870 2.76783 3.88342
43 H -0.83612 2.72212 4.86311
44 H 3.38418 2.06099 4.69552
45 H 3.07325 1.11356 2.44511
46 C -1.19387 -8.32062 2.65871
47 S -2.17891 -8.01397 1.18348
48 C -2.82692 -6.37661 1.56415
49 C -1.80505 -5.26173 1.37868
50 C -2.40977 -3.88731 1.63164
51 N -1.49697 -2.78278 1.25597
52 P -0.39866 -2.01344 2.33030
53 C -0.36619 -3.03631 3.81021
54 C -1.23955 -2.69443 4.84648
55 C -1.30566 -3.48038 5.98479
56 C -0.48572 -4.59563 6.10052
57 C 0.39972 -4.92643 5.08210
58 C 0.46357 -4.15134 3.93559
59 C 1.25501 -2.37481 1.58481
60 C 1.46828 -3.31176 0.57110
61 C 2.75798 -3.57926 0.12643
62 C 3.84314 -2.90425 0.67276
63 C 3.64582 -1.96523 1.67897
64 C 2.35863 -1.70082 2.13495
65 P -1.55334 -2.03907 -0.26721
66 C -1.53410 -3.32131 -1.53060
67 C -0.37429 -3.52779 -2.27652
68 C -0.31153 -4.54301 -3.21881
69 C -1.41045 -5.36632 -3.41775
70 C -2.57245 -5.17011 -2.67956
71 C -2.63876 -4.15230 -1.74381
72 C -3.12565 -1.17548 -0.42081
73 C -3.90942 -1.17359 -1.50745
74 C -5.02052 -0.23358 -1.66601
75 C -5.35405 0.64376 -0.71936
76 C -4.63223 0.72001 0.58908
77 C -3.32262 -0.11628 0.62195
78 H -0.77310 -9.31830 2.54989
79 H -1.82095 -8.30720 3.54939
80 H -0.37140 -7.61281 2.76518
81 H -3.24243 -6.36952 2.57524
82 H -3.66501 -6.23141 0.87705
83 H -1.41330 -5.31104 0.36005
84 H -0.96019 -5.41162 2.05508
85 H -2.69139 -3.77371 2.67989
86 H -3.32969 -3.75571 1.05463
87 H -1.87160 -1.81694 4.76156
88 H -1.98784 -3.22140 6.78291
89 H -0.53065 -5.20632 6.99229
90 H 1.04303 -5.79008 5.18416
91 H 1.15355 -4.42025 3.14599
92 H 0.63280 -3.87558 0.17485
93 H 2.91686 -4.33555 -0.63198
94 H 4.84612 -3.12911 0.33371
95 H 4.49650 -1.47732 2.13820
96 H 2.20905 -1.04984 2.98983
97 H 0.49464 -2.90184 -2.10547
98 H 0.59199 -4.69615 -3.79426
99 H -1.36446 -6.16258 -4.14832
100 H -3.42696 -5.81497 -2.83423
101 H -3.55247 -4.01035 -1.18011
102 H -3.72721 -1.86551 -2.32081
103 H -5.58787 -0.27999 -2.58583
104 H -6.19936 1.30725 -0.86094
105 H -5.32718 0.53829 1.41122
106 H -3.11653 -0.48208 1.63116

Force components x, y, z for each atom (eV/Å):
Y 0.5476 0.3626 0.2422
C 0.0141 -0.0044 0.0059
C 0.0246 -0.0248 -0.0027
C -0.0120 -0.0069 0.0253
C -0.1339 0.0952 -0.0116
C -0.0582 -0.1361 -0.0885
C 0.0520 -0.0456 0.0757
C -0.1225 0.0663 -0.0387
C 0.0328 0.0163 -0.0173
C -0.0845 -0.0408 0.0073
C -0.0298 -0.0638 0.0308
H -0.0087 0.0017 -0.0029
H 0.0046 -0.0047 0.0062
H 0.0023 0.0030 -0.0037
H -0.0032 0.0103 -0.0013
H 0.0044 -0.0072 0.0047
H -0.0046 0.0045 -0.0073
H -0.0041 -0.0026 -0.0040
H 0.0073 0.0081 -0.0182
H 0.0132 0.0073 -0.0141
H 0.0033 0.0054 0.0059
H -0.0049 -0.0042 -0.0098
H 0.0045 0.0085 -0.0015
H 0.0334 0.0516 -0.0310
H 0.0372 0.0379 -0.0583
Br 0.0874 -0.0413 -0.0310
C -0.0226 0.0082 0.0066
C -0.0380 0.0708 -0.0485
C -0.0624 -0.0847 0.0386
N -0.1634 -0.0182 0.0838
C 0.0548 0.0299 -0.1188
C -0.0807 0.0128 0.0933
C -0.1913 -0.0848 -0.0141
C 0.0928 0.1124 -0.0083
C 0.0396 -0.0081 0.0395
Br 0.0005 -0.0292 -0.0935
C 0.0076 0.0391 0.0719
C -0.0183 -0.0139 -0.0435
N -0.0080 -0.1228 0.1225
H 0.0108 0.0018 0.0031
H -0.0046 -0.0094 -0.0011
H -0.0039 0.0025 -0.0006
H -0.0085 0.0004 -0.0195
H -0.0009 -0.0032 -0.0056
H -0.0034 -0.0063 -0.0003
C 0.0142 -0.0071 0.0547
S 0.0110 -0.0246 -0.0553
C -0.0332 0.0546 -0.0151
C -0.0029 -0.0022 0.0214
C 0.0695 -0.1277 -0.0475
N -0.0775 0.1649 0.0901
P 0.0932 -0.4384 -0.4862
C -0.1317 0.3075 0.2072
C 0.0091 0.0217 -0.0352
C 0.0026 -0.0272 0.0248
C -0.0165 0.0184 0.0055
C -0.0072 0.0047 -0.0156
C 0.0097 -0.0074 -0.0055
C 0.0236 -0.2590 0.1216
C 0.0051 0.0117 -0.0053
C 0.0422 0.0209 0.0182
C -0.0025 -0.0202 -0.0118
C -0.0145 0.0226 0.0052
C -0.0607 -0.0147 -0.0760
P -0.0797 0.1343 -0.0125
C -0.0076 0.0048 -0.0396
C 0.0461 0.0184 0.0187
C -0.0014 -0.0109 0.0079
C -0.0262 0.0097 0.0180
C 0.0315 -0.0257 -0.0236
C -0.0194 0.0262 0.0234
C 0.0735 -0.0063 0.0358
C 0.0671 -0.1074 -0.0227
C -0.0864 0.0864 0.0079
C 0.0084 -0.0462 -0.0364
C 0.0198 0.0050 0.0284
C -0.0196 0.0496 -0.0069
H -0.0005 -0.0007 -0.0007
H 0.0045 0.0055 0.0033
H -0.0098 0.0045 -0.0106
H 0.0124 -0.0241 0.0052
H -0.0016 0.0026 0.0113
H -0.0050 -0.0049 0.0077
H -0.0024 -0.0125 0.0034
H 0.0195 -0.0008 0.0090
H 0.0093 0.0022 -0.0002
H -0.0028 -0.0054 -0.0045
H 0.0012 -0.0023 0.0020
H -0.0009 0.0010 0.0019
H 0.0013 -0.0004 -0.0066
H 0.0111 -0.0089 0.0068
H -0.0042 0.0075 0.0105
H 0.0015 -0.0024 0.0011
H -0.0005 0.0009 0.0001
H 0.0034 0.0035 -0.0052
H 0.0096 -0.0032 0.0027
H -0.0016 0.0081 -0.0185
H -0.0018 -0.0014 -0.0034
H 0.0002 -0.0028 0.0008
H -0.0015 0.0018 -0.0036
H 0.0062 0.0002 -0.0020
H 0.0119 0.0068 0.0175
H -0.0050 0.0041 0.0033
H 0.0019 0.0065 0.0088
H -0.0026 -0.0083 -0.0029
H 0.0039 -0.0073 0.0020

Its electronic energy is -225562.42848 eV. Its HOMO energy is -13.89 eV. As for the HOMO-LUMO gap: 0.1782 hartree. Its total charge is +3.

Here are the Löwdin charges for atoms 1 to 8, given in e: number 1, Y, carries 1.459; number 2, C, carries -0.024; number 3, C, carries -0.377; number 4, C, carries -0.050; number 5, C, carries -0.222; number 6, C, carries -0.031; number 7, C, carries -0.059; number 8, C, carries -0.304


A 2-piece molecular cluster, CH2Cl4Si overall, computed with wB97M-V/def2-TZVPD.

Cartesian coordinates (Å):
1 C 0.88646 0.59010 -0.06363
2 Si 1.67204 -1.01271 -0.69711
3 Cl 0.55002 1.57115 -1.55204
4 Cl 0.93562 -2.15016 -2.10794
5 Cl -0.15470 -3.07586 1.05754
6 Cl 3.64073 -0.77077 -0.70753
7 H 1.57877 1.19137 0.46191
8 H -0.22623 0.47285 0.37177

Force components x, y, z for each atom (eV/Å):
C -3.6508 -0.9245 -0.7536
Si -1.6797 -0.2074 1.6215
Cl 0.2753 -0.1581 -0.3015
Cl -0.0706 -0.0131 -0.6134
Cl 1.2879 1.3708 -0.7744
Cl 0.3172 -0.2739 0.0918
H 0.4725 0.2498 1.1201
H 3.0481 -0.0437 -0.3904

Its electronic energy is -59037.66566 eV. Its HOMO energy is -9.11 eV. As for the HOMO-LUMO gap: 0.2571 hartree. Its total charge is 0.

Löwdin atomic charges, in units of e: number 1, C, carries -0.706; number 2, Si, carries -0.242; number 3, Cl, carries 0.481; number 4, Cl, carries 0.396; number 5, Cl, carries -0.448; number 6, Cl, carries 0.418; number 7, H, carries 0.000; number 8, H, carries 0.102